P.
{
  "formula": "CHNO2S",
  "method": "the ωB97M-V functional and the def2-TZVPD basis",
  "species": ["C", "N", "O", "O", "S", "H"],
  "positions_angstrom": [[-0.254, -0.632, -0.064], [0.208, 0.651, 0.054], [1.751, 0.636, 0.357], [-0.387, 1.671, -0.043], [-1.824, -0.932, -0.367], [0.506, -1.394, 0.063]],
  "lowdin_charge": [-0.607, -0.324, -0.102, 0.120, 0.835, 0.078],
  "orbital_gap_ev": 7.42,
  "spin_multiplicity": 1,
  "total_charge": 0,
  "homo_energy_ev": -10.64
}


Q.
{
  "formula": "CHNO2S",
  "method": "the ωB97M-V functional and the def2-TZVPD basis",
  "species": ["C", "N", "O", "O", "S", "H"],
  "positions_angstrom": [[-2.094, 2.173, -0.473], [-2.774, 1.496, 0.262], [-0.231, -0.411, -0.237], [-2.606, -1.034, -0.648], [-2.041, -0.070, 0.282], [0.049, -0.416, -1.179]],
  "lowdin_charge": [0.023, -0.266, -0.354, -0.420, 0.976, 0.040],
  "orbital_gap_ev": 9.98,
  "spin_multiplicity": 1,
  "total_charge": 0,
  "homo_energy_ev": -11.03
}


Computed energies relative to the best structure, in kJ/mol: P 160.0; Q 0.0


P.
{
  "formula": "C6H8N4O",
  "method": "the ωB97M-V functional and the def2-TZVPD basis",
  "species": ["C", "C", "C", "C", "C", "C", "N", "N", "N", "N", "O", "H", "H", "H", "H", "H", "H", "H", "H"],
  "positions_angstrom": [[1.596, 1.076, -0.876], [2.044, 0.233, 0.302], [-1.609, -0.528, -0.357], [1.068, 0.098, 1.386], [-0.607, 1.426, 0.165], [-2.511, -1.422, -1.095], [0.530, 1.725, -0.800], [-0.990, -0.713, 0.702], [3.161, -0.372, 0.305], [-0.319, 0.422, 1.138], [-1.502, 0.811, -0.734], [2.207, 1.115, -1.743], [1.168, -0.937, 1.642], [1.548, 0.546, 2.190], [-0.894, 2.451, 0.625], [-3.530, -1.232, -1.084], [-2.391, -2.490, -0.805], [-2.294, -1.385, -2.225], [3.325, -0.826, 1.265]],
  "lowdin_charge": [-0.084, -0.357, -0.373, -0.132, -0.294, 0.004, 0.131, 0.133, 0.136, -0.065, 0.030, 0.102, 0.122, 0.109, 0.176, 0.052, 0.101, 0.120, 0.089],
  "orbital_gap_ev": 8.92,
  "spin_multiplicity": 1,
  "total_charge": 0,
  "homo_energy_ev": -8.52
}


Q.
{
  "formula": "C6H8N4O",
  "method": "the ωB97M-V functional and the def2-TZVPD basis",
  "species": ["C", "C", "C", "C", "C", "C", "N", "N", "N", "N", "O", "H", "H", "H", "H", "H", "H", "H", "H"],
  "positions_angstrom": [[2.690, 0.766, -0.863], [1.716, 1.309, -0.396], [-0.809, -1.347, -0.216], [-1.638, -1.438, -1.399], [0.456, -0.042, 2.152], [0.686, 1.987, 0.211], [-1.549, 0.694, -0.700], [-1.913, -2.524, -2.013], [-0.887, -0.042, 0.076], [-0.302, 0.688, 1.104], [-2.005, -0.167, -1.693], [3.336, 0.255, -1.543], [-0.192, -2.113, 0.281], [0.627, 0.741, 3.020], [-0.092, -0.900, 2.622], [1.408, -0.408, 1.597], [-0.088, 2.268, -0.474], [0.952, 2.561, 1.063], [-2.396, -2.287, -2.829]],
  "lowdin_charge": [0.158, -0.185, 0.029, -0.476, -0.100, -0.015, 0.067, 0.115, -0.222, -0.072, 0.039, 0.041, 0.131, 0.117, 0.085, 0.090, 0.085, 0.100, 0.012],
  "orbital_gap_ev": 7.65,
  "spin_multiplicity": 1,
  "total_charge": 0,
  "homo_energy_ev": -7.75
}


Computed energies relative to the best structure, in kJ/mol: P 0.0; Q 474.4


P.
{
  "formula": "C21H14Cl2F6N3O6S3Sr",
  "method": "the ωB97M-V functional and the def2-TZVPD basis",
  "species": ["Sr", "F", "C", "F", "F", "S", "O", "O", "N", "S", "O", "O", "C", "F", "F", "F", "S", "C", "C", "C", "C", "C", "N", "H", "H", "H", "H", "Cl", "C", "C", "C", "C", "C", "Cl", "C", "N", "C", "C", "C", "C", "C", "C", "C", "C", "O", "O", "H", "H", "H", "H", "H", "H", "H", "H", "H", "H"],
  "positions_angstrom": [[-0.987, 1.804, -0.295], [3.433, 3.442, -1.801], [2.365, 3.160, -2.529], [2.192, 4.075, -3.475], [2.467, 1.958, -3.059], [0.890, 3.139, -1.447], [1.206, 2.221, -0.362], [-0.217, 2.766, -2.303], [0.870, 4.646, -0.960], [-0.297, 4.942, 0.075], [-1.317, 3.892, 0.070], [-0.714, 6.303, 0.071], [0.517, 4.778, 1.717], [1.699, 5.392, 1.667], [-0.252, 5.359, 2.619], [0.685, 3.497, 2.026], [-3.858, 1.294, 0.249], [-3.407, 1.648, 1.883], [-4.365, 1.926, 2.893], [-3.964, 2.128, 4.193], [-2.604, 2.059, 4.517], [-1.725, 1.820, 3.486], [-2.087, 1.631, 2.208], [-5.410, 1.968, 2.605], [-4.698, 2.339, 4.968], [-2.250, 2.196, 5.533], [-0.655, 1.766, 3.687], [2.356, -1.134, -1.446], [2.264, -1.980, 0.068], [2.659, -1.286, 1.200], [2.704, -1.907, 2.432], [2.360, -3.246, 2.527], [1.945, -3.920, 1.397], [1.512, -5.608, 1.560], [1.848, -3.318, 0.128], [1.420, -4.088, -0.949], [0.728, -3.752, -2.155], [1.201, -4.339, -3.329], [0.595, -4.094, -4.551], [-0.490, -3.230, -4.612], [-0.991, -2.682, -3.442], [-0.429, -2.953, -2.192], [-1.140, -2.433, -0.961], [-1.088, -0.922, -0.739], [-1.437, -0.182, -1.707], [-0.741, -0.494, 0.398], [2.946, -0.245, 1.093], [3.012, -1.354, 3.315], [2.395, -3.770, 3.475], [1.622, -5.061, -0.848], [2.068, -4.991, -3.268], [0.977, -4.568, -5.450], [-0.958, -3.001, -5.566], [-1.851, -2.020, -3.470], [-0.799, -2.932, -0.059], [-2.206, -2.640, -1.086]],
  "lowdin_charge": [1.494, 0.165, -0.700, 0.160, 0.161, 0.574, -0.439, -0.352, -0.263, 0.635, -0.511, -0.236, -0.682, 0.144, 0.164, 0.138, 0.482, -0.816, -0.126, -0.107, -0.112, -0.177, -0.047, 0.087, 0.095, 0.085, 0.100, 0.779, -0.561, -0.109, -0.089, -0.122, -0.575, 0.678, -0.289, 0.059, -0.226, -0.048, -0.106, -0.093, -0.031, -0.156, -0.041, -0.709, -0.163, -0.168, 0.107, 0.105, 0.100, 0.081, 0.107, 0.094, 0.097, 0.117, 0.112, 0.134],
  "orbital_gap_ev": 6.56,
  "spin_multiplicity": 1,
  "total_charge": -1,
  "homo_energy_ev": -4.16
}


Q.
{
  "formula": "C21H14Cl2F6N3O6S3Sr",
  "method": "the ωB97M-V functional and the def2-TZVPD basis",
  "species": ["Sr", "F", "C", "F", "F", "S", "O", "O", "N", "S", "O", "O", "C", "F", "F", "F", "S", "C", "C", "C", "C", "C", "N", "H", "H", "H", "H", "Cl", "C", "C", "C", "C", "C", "Cl", "C", "N", "C", "C", "C", "C", "C", "C", "C", "C", "O", "O", "H", "H", "H", "H", "H", "H", "H", "H", "H", "H"],
  "positions_angstrom": [[1.225, 1.171, -1.927], [-1.608, -1.143, -6.212], [-1.129, 0.095, -6.145], [-0.595, 0.420, -7.317], [-2.135, 0.931, -5.885], [0.104, 0.248, -4.787], [-0.607, -0.156, -3.583], [0.534, 1.622, -4.775], [1.143, -0.796, -5.310], [2.420, -1.200, -4.477], [2.870, -0.159, -3.577], [3.358, -1.856, -5.325], [1.815, -2.504, -3.308], [0.958, -3.328, -3.905], [2.843, -3.210, -2.852], [1.207, -1.920, -2.279], [2.804, 3.405, -1.188], [1.341, 3.717, -0.285], [1.361, 4.505, 0.884], [0.200, 4.741, 1.573], [-1.001, 4.194, 1.114], [-0.944, 3.421, -0.019], [0.178, 3.188, -0.711], [2.309, 4.902, 1.219], [0.218, 5.341, 2.475], [-1.936, 4.342, 1.635], [-1.840, 2.947, -0.409], [-2.789, 0.077, 2.982], [-2.298, -0.596, 1.462], [-2.645, 0.098, 0.318], [-2.348, -0.412, -0.933], [-1.713, -1.640, -1.029], [-1.354, -2.307, 0.124], [-0.550, -3.851, -0.039], [-1.598, -1.807, 1.412], [-1.227, -2.525, 2.553], [-0.505, -1.877, 3.622], [-1.051, -1.949, 4.897], [-0.415, -1.357, 5.975], [0.778, -0.679, 5.772], [1.332, -0.628, 4.504], [0.720, -1.237, 3.411], [1.395, -1.203, 2.072], [1.029, -0.023, 1.157], [0.357, 0.909, 1.585], [1.492, -0.147, -0.029], [-3.156, 1.044, 0.430], [-2.618, 0.129, -1.830], [-1.474, -2.070, -1.992], [-0.831, -3.421, 2.304], [-2.001, -2.454, 5.016], [-0.853, -1.411, 6.964], [1.277, -0.196, 6.602], [2.269, -0.107, 4.344], [1.208, -2.122, 1.511], [2.478, -1.159, 2.210]],
  "lowdin_charge": [1.363, 0.148, -0.685, 0.150, 0.142, 0.566, -0.356, -0.299, -0.284, 0.603, -0.369, -0.252, -0.673, 0.145, 0.155, 0.096, 0.419, -0.835, -0.118, -0.082, -0.084, -0.171, -0.103, 0.091, 0.100, 0.094, 0.096, 0.748, -0.573, -0.117, -0.085, -0.122, -0.564, 0.717, -0.304, 0.065, -0.244, -0.068, -0.099, -0.091, -0.030, -0.153, -0.052, -0.661, 0.035, -0.265, 0.097, 0.103, 0.096, 0.078, 0.107, 0.094, 0.096, 0.117, 0.097, 0.125],
  "orbital_gap_ev": 7.34,
  "spin_multiplicity": 1,
  "total_charge": -1,
  "homo_energy_ev": -4.88
}


Computed energies relative to the best structure, in kJ/mol: P 225.8; Q 0.0


P.
{
  "formula": "C4H10NO3",
  "method": "the ωB97M-V functional and the def2-TZVPD basis",
  "species": ["C", "C", "N", "C", "C", "O", "O", "H", "H", "H", "H", "H", "H", "H", "H", "H", "H", "O"],
  "positions_angstrom": [[1.226, 0.729, -2.862], [1.746, 1.620, -1.730], [1.315, 1.360, -0.260], [0.054, 1.603, -0.880], [-1.770, -1.346, 1.086], [-1.317, -2.044, 2.065], [-2.741, -1.548, 0.326], [2.065, 0.739, -3.640], [0.995, -0.331, -2.690], [0.339, 1.230, -3.367], [1.855, 2.693, -2.064], [2.889, 1.393, -1.887], [-0.389, 2.656, -0.762], [-0.586, 0.625, -0.888], [-1.188, -0.432, 0.864], [1.162, -0.086, 1.509], [0.179, -1.052, 2.451], [1.050, -0.482, 2.436]],
  "lowdin_charge": [-0.168, -0.401, -0.071, -0.042, -0.624, -0.155, -0.131, 0.079, 0.082, 0.078, 0.108, 0.141, 0.117, 0.111, 0.062, -0.004, 0.018, -0.200],
  "orbital_gap_ev": 6.44,
  "spin_multiplicity": 1,
  "total_charge": -1,
  "homo_energy_ev": -4.56
}


Q.
{
  "formula": "C4H10NO3",
  "method": "the ωB97M-V functional and the def2-TZVPD basis",
  "species": ["C", "N", "C", "C", "C", "O", "O", "H", "H", "H", "H", "H", "H", "H", "H", "H", "H", "O"],
  "positions_angstrom": [[-0.278, -1.096, -1.189], [-0.248, -0.324, -2.478], [-1.430, 0.672, 0.330], [-0.140, 0.357, -0.443], [1.314, 0.541, -0.008], [1.803, -0.343, 0.922], [-1.185, -1.889, -0.773], [0.694, -1.614, -1.161], [1.325, -0.094, 1.822], [-1.464, -0.097, 1.110], [-2.337, 0.621, -0.259], [-1.331, 1.630, 0.838], [-0.279, 0.999, -1.396], [1.374, 1.577, 0.387], [1.895, 0.465, -0.930], [-0.943, -0.888, -3.003], [0.586, -0.742, 3.072], [0.644, 0.223, 3.158]],
  "lowdin_charge": [-0.587, 0.143, -0.054, -0.245, -0.294, -0.104, -0.068, 0.159, -0.001, 0.080, 0.074, 0.080, 0.110, 0.139, 0.113, 0.057, -0.113, -0.489],
  "orbital_gap_ev": 4.93,
  "spin_multiplicity": 1,
  "total_charge": -1,
  "homo_energy_ev": -3.76
}


Computed energies relative to the best structure, in kJ/mol: P 0.0; Q 132.6


P.
{
  "formula": "C10H15N2",
  "method": "the ωB97M-V functional and the def2-TZVPD basis",
  "species": ["C", "C", "C", "C", "C", "C", "C", "C", "C", "C", "N", "N", "H", "H", "H", "H", "H", "H", "H", "H", "H", "H", "H", "H", "H", "H", "H"],
  "positions_angstrom": [[0.124, -0.367, -0.907], [0.661, -1.319, -0.073], [1.601, -0.981, 0.941], [0.400, 1.046, -0.743], [0.373, 1.003, 1.749], [2.631, -1.180, 1.672], [0.678, 2.037, -1.593], [0.173, 1.367, 3.082], [-2.244, -0.570, -1.928], [-0.738, -0.841, -2.020], [0.182, 1.574, 0.648], [0.284, -2.635, -0.140], [2.896, -0.823, 2.575], [3.569, -1.805, 1.403], [0.885, 2.953, -1.265], [0.739, 1.770, -2.575], [0.930, 1.960, 3.347], [0.042, 0.549, 3.644], [-0.627, 2.182, 3.254], [-2.690, -1.288, -2.694], [-2.339, 0.415, -2.205], [-2.392, -0.761, -0.897], [-0.183, -0.318, -2.855], [-0.346, -1.877, -1.955], [-0.200, 2.449, 0.741], [-0.510, -3.033, 0.335], [1.070, -3.245, -0.018]],
  "lowdin_charge": [-0.154, -0.306, 0.060, -0.164, -0.046, 0.066, 0.173, -0.022, -0.033, -0.199, 0.122, 0.102, 0.034, 0.139, 0.047, 0.061, 0.067, 0.057, 0.151, 0.120, 0.044, 0.068, 0.139, 0.110, 0.134, 0.123, 0.107],
  "orbital_gap_ev": [7.41, 7.40],
  "spin_multiplicity": 1,
  "total_charge": 1,
  "homo_energy_ev": [-11.95, -11.95]
}


Q.
{
  "formula": "C10H15N2",
  "method": "the ωB97M-V functional and the def2-TZVPD basis",
  "species": ["C", "C", "C", "C", "C", "C", "C", "C", "N", "C", "N", "C", "H", "H", "H", "H", "H", "H", "H", "H", "H", "H", "H", "H", "H", "H", "H"],
  "positions_angstrom": [[-0.827, -2.929, 1.643], [-1.489, -1.876, 2.224], [-1.091, -0.601, 1.921], [-0.043, -0.439, 1.053], [0.366, 0.997, 0.689], [-0.802, 1.556, -0.186], [-0.882, 0.857, -1.578], [0.495, 0.460, -2.133], [1.487, 1.388, -1.534], [1.687, 1.068, -0.088], [0.620, -1.425, 0.476], [0.206, -2.649, 0.803], [-1.113, -3.953, 1.832], [-2.327, -2.046, 2.886], [-1.621, 0.239, 2.350], [0.433, 1.621, 1.579], [-0.739, 2.644, -0.284], [-1.758, 1.343, 0.285], [-1.325, 1.560, -2.285], [-1.479, -0.050, -1.514], [0.509, 0.530, -3.220], [0.774, -0.563, -1.890], [1.229, 2.365, -1.676], [2.374, 1.272, -2.030], [2.332, 0.201, 0.020], [2.253, 1.917, 0.306], [0.730, -3.485, 0.349]],
  "lowdin_charge": [-0.054, -0.041, -0.025, -0.278, -0.203, -0.126, -0.130, -0.119, 0.059, -0.081, 0.115, -0.122, 0.117, 0.122, 0.128, 0.148, 0.118, 0.112, 0.118, 0.123, 0.135, 0.122, 0.186, 0.188, 0.132, 0.138, 0.117],
  "orbital_gap_ev": 9.70,
  "spin_multiplicity": 1,
  "total_charge": 1,
  "homo_energy_ev": -12.80
}


Computed energies relative to the best structure, in kJ/mol: P 706.5; Q 0.0